Entry 1:
This record from the Open Molecules 2025 dataset describes a structure of composition C30H33BBrI2N3O2V. The level of theory is the ωB97M-V functional and the def2-TZVPD basis.

For the largest force on an atom, the calculation gives 0.387 eV/Å. The frontier orbital gap (alpha / beta) is 5.583 / 7.156 eV. Its highest occupied orbital energy (alpha / beta) is -5.73 / -7.55 eV. For the total energy, the calculation gives -152821.855 eV. Its spin multiplicity is 4.

CARTESIAN COORDINATES (ANGSTROEM)
V 1.15 1.26 -0.26
C -0.75 1.16 -3.07
C 0.70 1.18 -3.43
C 1.13 1.17 -4.74
C 2.50 1.13 -5.01
C 3.39 1.07 -3.96
C 2.90 1.08 -2.65
N 1.57 1.17 -2.40
C 3.75 0.98 -1.48
C 5.13 0.86 -1.50
C 5.84 0.73 -0.32
C 5.14 0.72 0.89
C 3.77 0.85 0.90
N 3.07 0.97 -0.28
C 2.93 0.86 2.10
C 3.43 0.62 3.38
C 2.55 0.63 4.44
C 1.20 0.87 4.21
C 0.76 1.08 2.91
C -0.69 1.29 2.61
N 1.62 1.09 1.88
H -1.38 1.27 -3.96
H -1.00 1.96 -2.37
H -0.98 0.21 -2.60
H 0.41 1.20 -5.54
H 2.86 1.12 -6.03
H 4.45 1.00 -4.14
H 5.66 0.87 -2.44
H 6.92 0.63 -0.33
H 5.68 0.62 1.82
H 4.48 0.43 3.53
H 2.91 0.46 5.45
H 0.49 0.88 5.02
H -1.23 1.61 3.50
H -1.12 0.36 2.24
H -0.82 2.05 1.83
Br -6.64 -0.74 -1.33
C -6.35 0.58 0.00
C -7.47 1.17 0.57
C -7.32 2.14 1.55
C -6.05 2.52 1.96
C -4.94 1.92 1.39
C -5.08 0.94 0.41
I -3.34 0.14 -0.38
H -8.46 0.86 0.24
H -8.20 2.60 1.98
H -5.93 3.28 2.71
H -3.95 2.23 1.70
I -1.41 3.94 -0.30
C 0.68 3.37 -0.17
H 0.99 3.87 0.75
H 1.12 3.93 -1.00
C 1.01 -3.74 -1.34
C -0.20 -2.98 -0.82
C -1.46 -3.51 -1.48
O -0.02 -1.61 -1.23
B 0.22 -0.79 -0.14
O 0.07 -1.52 1.03
C -0.28 -2.89 0.75
C 0.73 -3.77 1.49
C -1.66 -3.14 1.33
H 1.03 -3.67 -2.43
H 0.98 -4.80 -1.07
H 1.94 -3.31 -0.96
H -1.33 -3.48 -2.57
H -2.33 -2.91 -1.23
H -1.65 -4.55 -1.19
H 1.75 -3.52 1.20
H 0.55 -4.83 1.30
H 0.63 -3.59 2.56
H -2.42 -2.49 0.88
H -1.64 -2.92 2.40
H -1.97 -4.18 1.21

These are the Mulliken partial charges, in e, on atoms 1 to 8: number 1, V, carries -0.0291; number 2, C, carries -0.4305; number 3, C, carries 0.6900; number 4, C, carries -0.9143; number 5, C, carries -0.6762; number 6, C, carries -0.9859; number 7, C, carries 0.5154; number 8, N, carries 0.6601

***

Entry 2:
This record from the Open Molecules 2025 dataset describes a structure of composition C30H33ClGeN3O3S2Sc. The level of theory is the ωB97M-V functional and the def2-TZVPD basis.

For the largest force on an atom, the calculation gives 0.420 eV/Å. The frontier orbital gap is 6.512 eV. The value obtained for the energy relative to the best compared isomer or geometry (same formula, charge and spin) is 96.51 kJ/mol. Its highest occupied orbital energy is -6.99 eV. For the total energy, the calculation gives -153669.556 eV.

CARTESIAN COORDINATES (ANGSTROEM)
Sc -0.65 0.08 0.64
C -2.00 3.81 2.19
C -0.75 4.30 1.82
C 0.38 3.91 2.53
C 0.27 3.03 3.60
C -0.98 2.55 3.97
C -2.11 2.94 3.26
H -2.88 4.11 1.63
H -0.66 4.97 0.98
H 1.35 4.28 2.24
H 1.15 2.72 4.14
H -1.07 1.87 4.80
H -3.09 2.57 3.56
C 3.58 -3.23 -1.74
C 3.37 -1.92 -1.64
C 2.09 -1.36 -1.09
C 1.09 -2.38 -0.62
C 1.36 -3.79 -0.87
C 2.54 -4.18 -1.38
N 0.07 -1.98 0.08
N -0.78 -2.98 0.52
C -1.74 -2.57 1.34
C -2.65 -3.57 1.82
C -3.63 -3.23 2.69
C -3.77 -1.89 3.12
C -2.90 -0.97 2.61
N -1.91 -1.28 1.74
H 4.52 -3.60 -2.11
H 4.12 -1.20 -1.92
H 2.39 -0.77 -0.21
H 0.59 -4.49 -0.61
H 2.73 -5.24 -1.54
H -2.51 -4.58 1.47
H -4.31 -3.99 3.06
H -4.54 -1.59 3.82
H -2.96 0.08 2.88
C -2.25 -1.18 -2.54
Ge -2.70 0.69 -2.13
C -4.61 0.83 -2.58
C -1.73 1.92 -3.32
C -2.34 1.15 -0.26
H -2.30 -1.34 -3.62
H -2.99 -1.83 -2.07
H -1.27 -1.51 -2.20
H -4.79 0.47 -3.59
H -4.96 1.86 -2.51
H -5.20 0.22 -1.89
H -1.78 1.58 -4.35
H -0.68 2.02 -3.04
H -2.19 2.90 -3.26
H -3.25 0.89 0.29
H -2.25 2.24 -0.23
C 0.31 -0.01 -5.80
O 0.83 0.29 -4.50
C 1.06 -0.73 -3.67
S 0.98 -2.31 -4.03
S 1.43 0.00 -2.11
H 0.11 0.96 -6.25
H -0.60 -0.60 -5.71
H 1.05 -0.57 -6.38
Cl 7.39 1.02 2.77
C 5.69 0.93 2.44
C 5.19 1.62 1.34
C 3.83 1.54 1.07
C 3.00 0.79 1.90
C 3.52 0.11 3.00
C 4.88 0.18 3.27
C 1.55 0.70 1.60
O 0.77 0.06 2.35
O 1.10 1.23 0.53
H 5.85 2.20 0.71
H 3.41 2.06 0.22
H 2.86 -0.46 3.62
H 5.31 -0.34 4.11

These are the Mulliken partial charges, in e, on atoms 1 to 8: number 1, Sc, carries -0.5869; number 2, C, carries -0.4821; number 3, C, carries -0.3878; number 4, C, carries -0.3913; number 5, C, carries -0.3058; number 6, C, carries -0.3302; number 7, C, carries -0.4032; number 8, H, carries 0.3669